Run one
86
Properties=species:S:1:pos:R:3:lowdin_charge:R:1 method="wB97M-V/def2-TZVPD" e_homo_ev=-11.78 orbital_gap_ha=0.0499 lumo_energy_ev=-10.4 charge=+2 spin_multiplicity=1
C 1.2474 -3.2435 0.0327 -0.148
C 0.7483 -2.5554 -1.2234 -0.528
S 0.0986 -0.9029 -0.9649 0.956
C -1.3645 -1.0561 0.0710 -0.446
N -2.3324 -2.0715 -0.3702 -0.079
C -2.8146 -2.1109 -1.5564 -0.007
C -3.7139 -3.2710 -1.7684 -0.098
C -3.5734 -4.0813 -0.4503 -0.167
C -2.8517 -3.1342 0.4949 -0.195
H 2.2318 -3.6863 -0.1290 0.099
H 1.3211 -2.6053 0.9174 0.086
H 0.5783 -4.2742 0.3587 -0.194
H 0.0451 -3.2125 -1.7430 0.060
H 1.6156 -2.4172 -1.8736 0.092
H -1.0380 -1.2874 1.0834 0.092
H -1.8301 -0.0678 0.0029 -0.068
H -2.5309 -1.3822 -2.3073 0.151
H -3.2386 -3.8380 -2.5777 0.142
H -4.7263 -3.0080 -2.0699 0.126
H -4.5423 -4.3984 -0.0644 0.102
H -3.0432 -5.0053 -0.6693 0.065
H -2.1106 -3.5498 1.1754 0.110
H -3.5901 -2.6382 1.1648 -0.017
Br -0.3151 -5.6358 -0.0234 0.527
O 0.5202 -1.5352 -4.9041 -0.043
H 1.4599 -1.7345 -4.8301 0.056
H 0.2070 -1.4548 -4.0000 -0.007
Be -5.6088 -1.7726 0.8811 0.409
O 2.1580 5.3464 -5.2313 0.133
C 1.4069 4.4221 -5.3229 -0.523
O 1.9163 3.1754 -5.2076 0.007
C 1.1053 2.0290 -4.9929 -0.252
C 0.5314 1.3889 -6.2373 -0.067
C -0.0651 4.6021 -5.6179 0.017
H 0.3149 2.2667 -4.2743 0.110
H 1.7751 1.3234 -4.5003 0.117
H -0.1520 2.0532 -6.7683 0.070
H -0.0098 0.4972 -5.9320 0.050
H 1.3171 1.1108 -6.9395 0.091
H -0.2010 4.6570 -6.6974 0.099
H -0.3785 5.5442 -5.1755 0.089
H -0.6974 3.8140 -5.2145 0.062
C -2.5287 2.6857 5.0561 -0.079
C -1.4512 2.0038 4.5069 -0.068
C -1.6657 0.9471 3.6316 -0.083
C -2.9595 0.5738 3.3008 -0.116
C -4.0422 1.2546 3.8515 -0.122
C -3.8276 2.3128 4.7303 -0.094
H -2.3576 3.5034 5.7441 0.116
H -0.4409 2.2946 4.7627 0.120
H -0.8189 0.4182 3.2126 0.107
H -3.1330 -0.2522 2.6193 0.067
H -5.0559 0.9543 3.6028 0.090
H -4.6686 2.8367 5.1672 0.108
O 3.3522 -5.3179 2.2959 -0.283
S 3.5518 -4.1657 3.1245 0.538
O 3.7656 -2.8872 2.5099 -0.287
O 4.6736 -4.4603 4.1786 -0.255
C 5.9627 -4.9513 3.7016 -0.223
C 6.8190 -3.8542 3.1112 -0.066
C 2.2258 -4.0303 4.2754 -0.118
H 5.7978 -5.7636 2.9941 0.117
H 6.4363 -5.3768 4.5823 0.127
H 6.3965 -3.4732 2.1822 0.072
H 7.8146 -4.2426 2.9003 0.089
H 6.9033 -3.0173 3.8037 0.089
H 2.0813 -4.9930 4.7575 0.081
H 1.3376 -3.7484 3.7130 0.060
H 2.4732 -3.2610 5.0020 0.080
C -1.8194 4.7971 1.9823 -0.100
C -2.3208 5.2859 0.6310 -0.138
O -1.4788 4.6090 -0.2730 0.057
C -0.9705 3.4941 0.3421 -0.631
O -0.3412 2.6517 -0.1900 0.146
O -1.3163 3.5006 1.6568 0.029
H -2.5898 4.7397 2.7497 0.127
H -0.9979 5.4076 2.3563 0.154
H -3.3950 5.0198 0.4479 0.053
H -2.2251 6.3611 0.5061 0.156
Br -3.2347 1.5724 -0.7540 0.106
O 3.9769 5.6148 -0.4942 -0.250
Cl 3.7982 5.5301 -1.9183 0.660
O 4.7880 4.6732 -2.5056 -0.220
O 3.8986 6.8380 -2.4859 -0.226
O 2.4951 4.9582 -2.1688 -0.256
Ca -4.7588 3.1293 0.3861 1.186



Run two
86
Properties=species:S:1:pos:R:3:lowdin_charge:R:1 method="wB97M-V/def2-TZVPD" e_homo_ev=-11.46 orbital_gap_ha=0.0443 lumo_energy_ev=-10.3 charge=+2 spin_multiplicity=1
C 1.5419 2.7576 -1.0187 -0.164
C 0.9828 1.6267 -1.9170 -0.516
S 0.2565 0.2318 -1.0023 0.930
C 1.5310 -0.6099 0.0440 -0.420
N 2.7810 -0.8275 -0.7282 -0.101
C 2.7165 -1.4562 -1.8239 -0.018
C 4.1005 -1.4978 -2.4338 -0.112
C 4.9860 -0.5575 -1.5655 -0.184
C 4.0908 -0.3626 -0.3470 -0.213
H 1.1645 3.7003 -1.4001 0.094
H 1.2189 2.6822 0.0204 0.087
H 2.8006 2.9125 -1.0812 -0.238
H 1.7807 1.3413 -2.5954 0.041
H 0.1892 2.0793 -2.4980 0.084
H 1.7077 0.0450 0.8859 0.079
H 1.1048 -1.5864 0.3632 -0.098
H 1.8166 -1.8570 -2.2475 0.140
H 3.9532 -0.9693 -3.3771 0.135
H 4.4900 -2.4901 -2.5990 0.106
H 5.9567 -0.9951 -1.3481 0.092
H 5.2405 0.3138 -2.1484 0.052
H 4.0867 0.5998 0.1456 0.120
H 4.4533 -1.0763 0.4536 -0.019
Br 4.1170 2.8556 -1.9611 0.576
O -0.4252 0.0145 -4.9816 -0.043
H -0.8113 0.8944 -5.0457 0.056
H -0.1190 -0.0477 -4.0741 -0.006
Be 5.0632 -3.0180 0.2587 0.474
O -6.9758 -2.6725 -4.3454 0.141
C -5.7919 -2.7327 -4.3866 -0.532
O -5.0852 -1.5953 -4.5341 0.010
C -3.6780 -1.5145 -4.3669 -0.249
C -2.9158 -1.8541 -5.6293 -0.068
C -5.0670 -4.0579 -4.3663 0.016
H -3.3566 -2.1232 -3.5181 0.110
H -3.4803 -0.4772 -4.0973 0.117
H -3.0893 -2.8842 -5.9433 0.070
H -1.8517 -1.7162 -5.4646 0.047
H -3.2325 -1.2147 -6.4530 0.091
H -5.0092 -4.4485 -5.3810 0.098
H -5.6407 -4.7470 -3.7523 0.091
H -4.0692 -4.0076 -3.9330 0.064
C 1.3280 -2.2058 6.0366 -0.078
C 0.8833 -1.1353 5.2721 -0.069
C 1.4693 -0.8655 4.0428 -0.083
C 2.4956 -1.6710 3.5722 -0.112
C 2.9415 -2.7453 4.3353 -0.118
C 2.3593 -3.0116 5.5705 -0.094
H 0.8732 -2.4111 6.9965 0.115
H 0.0796 -0.5092 5.6356 0.119
H 1.1233 -0.0258 3.4536 0.107
H 2.9526 -1.4634 2.6110 0.072
H 3.7467 -3.3743 3.9685 0.091
H 2.7103 -3.8431 6.1686 0.108
O 2.6263 6.3187 0.2627 -0.284
S 1.9641 6.1032 1.5150 0.551
O 0.6733 5.4853 1.5717 -0.287
O 1.9332 7.4612 2.3296 -0.256
C 1.3820 8.6359 1.6872 -0.236
C -0.1338 8.6176 1.6660 -0.068
C 3.0520 5.2362 2.5996 -0.120
H 1.7917 8.7438 0.6819 0.117
H 1.7285 9.4868 2.2689 0.126
H -0.5100 7.8286 1.0154 0.070
H -0.5191 9.5688 1.3014 0.087
H -0.5302 8.4320 2.6637 0.087
H 4.0204 5.7281 2.5923 0.079
H 3.1429 4.2174 2.2291 0.060
H 2.6228 5.2344 3.5978 0.078
C -1.4815 -3.8843 3.9922 -0.110
C -1.8884 -4.9198 2.9631 -0.134
O -2.2746 -4.1112 1.8636 0.059
C -1.6522 -2.9003 1.9838 -0.666
O -1.6628 -2.0611 1.1665 0.143
O -1.0293 -2.7956 3.1890 0.032
H -0.7004 -4.2436 4.6630 0.130
H -2.3234 -3.5331 4.5887 0.155
H -1.0449 -5.6077 2.6827 0.052
H -2.7266 -5.5262 3.2947 0.157
Br 0.7340 -3.6386 0.2562 0.200
O -8.9705 -0.3749 -0.2504 -0.228
Cl -8.5939 -0.7946 -1.5732 0.669
O -8.4827 0.3470 -2.4389 -0.214
O -9.5899 -1.6884 -2.0891 -0.210
O -7.3169 -1.4607 -1.5053 -0.242
Ca 1.0889 -5.4448 1.8641 1.202



Most stable structure: run one



Run one
17
Properties=species:S:1:pos:R:3:nbo_charge:R:1 method="wB97M-V/def2-TZVPD" e_homo_ev=-3.79 orbital_gap_ha=0.1723 lumo_energy_ev=0.9 charge=-1 spin_multiplicity=1
O 1.3975 1.4204 0.4186 -0.566
C 0.6941 0.3606 0.6330 0.433
N -0.1355 0.5266 1.8216 -0.867
C -0.2520 0.0056 -0.5646 -0.044
O -1.4513 0.6774 -0.4741 -0.755
C 1.6757 -0.9424 0.8566 -0.257
N 1.1676 -2.1858 0.5341 -0.501
H -1.1157 0.5680 1.5611 0.397
H -0.3547 -1.1045 -0.5604 0.192
H 0.2211 0.2535 -1.5291 0.196
H 1.9431 -0.8468 1.9015 0.197
H 2.5059 -0.7032 0.2008 0.229
H 0.1181 1.4237 2.2173 0.366
H 1.1069 -2.6954 1.4186 0.315
H -3.0142 -0.3082 -3.2928 0.425
H -1.8939 0.4867 -1.3827 0.544
O -2.4033 0.2044 -2.7615 -1.303



Run two
17
Properties=species:S:1:pos:R:3:nbo_charge:R:1 method="wB97M-V/def2-TZVPD" e_homo_ev=-4.20 orbital_gap_ha=0.3062 lumo_energy_ev=4.1 charge=-1 spin_multiplicity=1
O -1.3707 1.6637 -1.8737 -0.654
C -0.6460 0.9372 -1.2141 0.665
N 0.7255 1.0549 -1.2132 -0.850
C -1.1930 -0.0983 -0.2772 -0.331
N -0.7602 0.1022 1.1151 -0.673
C -0.4914 -1.2495 1.7360 0.112
O 0.6051 -1.7235 1.0599 -0.888
H 1.2434 0.5320 -0.5407 0.427
H 1.1478 1.9970 -1.3056 0.374
H -1.0102 -1.0984 -0.6995 0.212
H -2.3121 -0.0934 -0.2292 0.189
H 0.1477 0.7275 1.0924 0.362
H -1.3207 -1.9027 1.5812 0.116
H -0.3649 -1.3146 2.8153 0.122
H 2.7396 -1.0752 0.1010 0.450
H 1.3967 -0.8258 0.7271 0.475
O 2.3354 -0.2629 0.2733 -1.109



Most stable structure: run two



Run one
21
Properties=species:S:1:pos:R:3:nbo_charge:R:1 method="wB97M-V/def2-TZVPD" e_homo_ev=-8.00 orbital_gap_ha=0.3294 lumo_energy_ev=1.0 smiles="C=C(F)N(C)C(=C)CC" spin_multiplicity=1
C -2.1100 -1.6766 0.2501 -0.578
C -1.9640 -0.4045 0.1437 0.568
F -3.0572 0.2970 -0.3207 -0.349
N -0.8147 0.4884 0.4546 -0.474
C -0.8617 1.8016 -0.2318 -0.408
C 0.4322 -0.0204 0.7114 0.221
C 0.5534 -1.0673 1.5505 -0.492
C 1.6796 0.5402 0.0465 -0.455
C 1.8261 -0.1752 -1.3642 -0.613
H -3.0440 -2.1136 -0.0227 0.236
H -1.1723 -2.1951 0.6108 0.242
H -1.8731 2.2951 -0.2986 0.237
H -0.0880 2.4675 0.2437 0.202
H -0.4256 1.7559 -1.1492 0.181
H -0.3369 -1.2916 2.1255 0.205
H 1.4162 -1.5008 1.7970 0.197
H 1.6805 1.6122 -0.1630 0.215
H 2.5133 0.3088 0.7231 0.225
H 2.2475 0.5139 -2.1772 0.210
H 2.5566 -1.0651 -1.3258 0.216
H 0.8423 -0.5707 -1.6037 0.214



Run two
21
Properties=species:S:1:pos:R:3:nbo_charge:R:1 method="wB97M-V/def2-TZVPD" e_homo_ev="-6.16 / -6.30" orbital_gap_ha="0.2557 / 0.2612" lumo_energy_ev="0.8 / 0.8" spin_multiplicity=1
C 0.6695 0.1155 0.6302 -0.140
C -0.1237 0.4165 -0.5591 -0.016
C -0.0577 1.6018 -1.0737 -0.221
C -0.5033 -1.6756 1.7175 0.224
C -0.8389 -0.6874 -1.2900 -0.661
C -0.7722 2.0577 -2.2341 -0.657
C 1.7454 -1.0307 2.3215 -0.408
N 0.6035 -0.9368 1.4031 -0.288
F -1.7108 -1.3969 1.3072 -0.315
H 1.3519 0.8495 0.9609 0.181
H 0.4278 2.3680 -0.4979 0.189
H -0.4098 -2.6162 2.0829 0.137
H -1.4594 -1.3686 -0.6935 0.237
H -0.1090 -1.1895 -1.8486 0.218
H -1.3892 -0.2500 -2.1872 0.214
H -1.8365 2.2811 -1.9834 0.213
H -0.9536 1.4703 -3.1356 0.218
H -0.3346 3.0528 -2.4396 0.217
H 1.4140 -0.2418 3.1086 0.222
H 1.6777 -1.9969 2.7614 0.212
H 2.6088 -0.8229 1.6491 0.223



Most stable structure: run one



Run one
18
Properties=species:S:1:pos:R:3:nbo_charge:R:1 method="wB97M-V/def2-TZVPD" e_homo_ev=-8.37 orbital_gap_ha=0.3203 lumo_energy_ev=0.3 spin_multiplicity=1
C -2.0371 -0.9968 0.6416 -0.621
C -0.8236 -0.2444 0.1808 -0.265
C 0.5694 -0.8103 0.5722 -0.422
C 1.5725 0.1295 -0.1864 -0.393
C 0.5951 1.2146 -0.8862 -0.299
C -0.5380 1.2879 0.2268 -0.398
H -1.6443 -1.8480 1.7759 0.244
H -2.1533 -1.7893 -0.5857 0.252
H -3.0995 -0.0402 1.0496 0.262
H 0.6609 -2.0241 0.5020 0.246
H 0.6438 -0.4711 1.6985 0.215
H 2.1125 0.6321 0.5783 0.223
H 2.5263 -0.6541 -2.3723 0.137
H 0.8795 2.0471 -1.4387 0.239
H -0.1417 2.3561 1.1139 0.162
H -1.4488 1.6242 -0.3102 0.223
S 3.0157 -0.4796 -0.9886 -0.002
S -0.6895 0.0664 -1.5715 0.199



Run two
18
Properties=species:S:1:pos:R:3:nbo_charge:R:1 method="wB97M-V/def2-TZVPD" e_homo_ev=-8.43 orbital_gap_ha=0.2998 lumo_energy_ev=-0.3 spin_multiplicity=1
C -1.4262 -1.4573 -0.1669 -0.605
C -0.3872 -0.4977 -0.5183 -0.312
C -0.7571 0.8496 0.1482 -0.422
C 0.1186 2.1036 0.0106 -0.551
C 2.2584 0.1071 0.0173 -0.262
C 1.0027 -0.8501 0.1810 -0.463
H -1.5531 -2.1680 -1.2303 0.243
H -0.9979 -2.0782 1.0189 0.219
H -2.6621 -0.9777 0.1004 0.232
H -0.2018 -0.5325 -1.5621 0.218
H -1.8868 1.1083 0.0464 0.226
H -0.8216 0.3763 1.1809 0.202
H -0.0339 3.0331 0.7581 0.258
H -0.3952 2.4876 -0.9994 0.238
H 0.6978 -0.6220 1.2929 0.221
H 1.2950 -1.9029 0.0114 0.253
S 1.9591 1.7768 -0.2103 0.390
S 3.7912 -0.7560 -0.0790 -0.083



Most stable structure: run two